Computed, not measured: an isolated molecule of C3H4N2OS at a distorted geometry, with wB97M-V/def2-TZVPD.

Last column: Löwdin charge in e.
Atoms and positions in Å:
C1 2.956 -0.712 -0.145  0.13
C2 1.866 -0.216 -0.089  -0.06
C3 0.542 0.325 0.152  -0.49
N1 0.350 1.542 -0.205  0.06
O1 -0.956 1.903 0.059  -0.07
N2 -0.375 -0.523 0.747  -0.37
S1 -1.546 -1.184 -0.272  0.78
H1 3.932 -1.058 -0.347  0.03
H2 -0.948 2.793 -0.312  0.10
H3 -0.064 -1.204 1.397  0.07
H4 -2.538 -0.326 -0.161  -0.16

The lowest unoccupied orbital energy is 0.6601 eV. The multiplicity is 1. The calculation puts the HOMO energy at -9.239 eV. The frontier orbital gap is 9.90 eV.